No. 1
The following is a quantum chemistry calculation of 6 unconnected molecules or ions with the total composition C26H34NO17, from OMol25.

The total energy comes out at -63811.0093 eV. As for the HOMO energy: -2.0 eV. The charge is -1. Its maximum force is 1.90 eV/A. As for the spin multiplicity: 1.

Geometry (Å):
C 2.58690 0.88712 0.95622
C 2.27336 -0.51773 0.52916
O 3.09827 -1.15968 -0.05841
O 1.08691 -0.98145 0.89717
C 0.40474 -1.87605 -0.02186
C -0.68226 -2.65936 0.71697
C -2.13257 -2.22374 0.43084
C -2.75892 -1.40480 1.55466
C -3.99943 -0.72742 1.17884
C -4.84993 -1.14370 0.09984
C -6.03285 -0.41584 -0.19885
C -6.36218 0.71839 0.58663
N -5.60469 1.12855 1.62935
C -4.49341 0.43440 1.89552
H 2.46085 1.01625 2.03096
H 3.63929 1.06803 0.73741
H 2.00343 1.62653 0.41097
H 1.11206 -2.57116 -0.47585
H -0.02972 -1.29257 -0.83839
H -0.48279 -2.64472 1.79095
H -0.58849 -3.69379 0.36831
H -2.72061 -3.13971 0.28709
H -2.15694 -1.69599 -0.54468
H -2.04675 -0.61415 1.85044
H -4.60968 -2.00314 -0.51624
H -6.63378 -0.74372 -1.04139
H -7.25511 1.29538 0.35637
H -3.90157 0.77614 2.74523
C -1.49450 3.08130 -1.20078
C -1.14874 1.63020 -1.45364
O -2.43386 1.00464 -1.46400
C -3.36228 1.93877 -1.76537
O -4.50192 1.72055 -2.00416
O -2.80934 3.18147 -1.75844
H -0.81647 3.77334 -1.69042
H -1.54718 3.31949 -0.13836
H -0.67751 1.48307 -2.42852
H -0.52110 1.19655 -0.67834
C 2.11284 5.64438 3.37372
C 2.92140 4.36997 3.49473
O 2.27375 3.50470 2.55600
C 1.64493 4.28122 1.63934
O 1.16273 3.88218 0.63121
O 1.64791 5.57756 2.02438
H 2.70071 6.54517 3.52876
H 1.25126 5.65774 4.04315
H 3.96161 4.50129 3.19122
H 2.89117 3.93625 4.49078
C -2.44500 3.05631 -4.99373
C -2.42580 2.85607 -6.49393
O -1.16539 3.42756 -6.86358
C -0.35166 3.39646 -5.78016
O 0.81034 3.64231 -5.80238
O -1.04617 3.04603 -4.67388
H -2.96610 2.26687 -4.45897
H -2.86452 4.01875 -4.70004
H -2.42852 1.80152 -6.77497
H -3.23810 3.36474 -7.00598
C 3.21726 -3.52717 3.63354
C 3.09524 -2.04957 3.93922
O 2.51971 -2.05552 5.24881
C 2.81889 -3.23686 5.83915
O 2.63808 -3.48556 6.98618
O 3.36291 -4.09340 4.94150
H 4.07769 -3.77043 3.01573
H 2.31702 -3.93163 3.16851
H 4.06517 -1.54900 3.98648
H 2.45120 -1.52504 3.23751
C 3.55821 -4.29747 -1.10676
C 3.55905 -4.41043 -2.61532
O 3.31085 -5.80587 -2.81861
C 2.68143 -6.28969 -1.71798
O 2.19768 -7.37133 -1.64157
O 2.68747 -5.37077 -0.72502
H 3.18194 -3.34134 -0.75292
H 4.54547 -4.47775 -0.67532
H 2.75218 -3.83707 -3.07522
H 4.50389 -4.12260 -3.06884

Results of the Mulliken charge analysis, in e, for atoms 1 through 5: atom 1 (C): -0.758, atom 2 (C): 0.583, atom 3 (O): -0.628, atom 4 (O): -0.163, atom 5 (C): 0.556



No. 2
The following is a quantum chemistry calculation of a molecular structure, C5H10O2, from OMol25.

The total energy comes out at -9439.0672 eV. As for the HOMO energy: -8.9 eV. The charge is 0. Its maximum force is 0.34 eV/A. As for the spin multiplicity: 1.

Geometry (Å):
C 2.38930 1.02610 -0.45598
O 1.15257 1.18272 0.19983
C 0.21583 0.23265 -0.20667
C 0.30735 -1.17782 0.41747
O -0.99489 -1.00308 1.02423
C -1.08909 0.29230 0.54907
C -2.04417 1.18206 0.75980
H 2.84937 0.05099 -0.23210
H 2.27927 1.11819 -1.54766
H 3.04766 1.81909 -0.09551
H 0.10536 0.22691 -1.30231
H 1.08972 -1.27887 1.17656
H 0.31369 -2.03138 -0.26770
H -2.48850 -2.54489 -1.16888
H -1.97035 2.16341 0.30572
H -2.26440 -2.21254 -0.54414
H -2.89871 0.95417 1.38826

Results of the natural (NBO) charge analysis, in e, for atoms 1 through 5: atom 1 (C): -0.253, atom 2 (O): -0.510, atom 3 (C): 0.019, atom 4 (C): -0.094, atom 5 (O): -0.496



> Among the records above, which one has the lowest HOMO energy?

C5H10O2